Record 1
# C21H31N2

A 2-piece molecular cluster, C21H31N2 overall in a non-equilibrium geometry (ωB97M-V/def2-TZVPD, OMol25).

* net charge: +1
* ΔE to the lowest compared entry with this formula, charge and spin: 217.18 kJ/mol
* energy: -25253.4594 eV
* HOMO-LUMO gap: 5.4 eV

Last column: Löwdin charge in e.
Positions of all 54 atoms, in Å:
C  -3.27869  -1.18811  2.69299  -0.17
C  -3.34510  0.33483  2.35395  -0.21
C  -1.93601  0.73242  2.09881  -0.07
C  -1.06213  -0.25726  2.49290  -0.26
N  0.26601  -0.19567  2.67788  -0.10
C  1.09033  -1.36393  2.92058  -0.15
C  2.54513  -0.87020  2.86322  -0.15
C  2.49047  0.65793  2.67934  -0.15
C  1.00257  1.05242  2.59006  -0.15
C  -1.79264  -1.54476  2.84308  -0.12
H  -3.84701  -1.43225  3.59726  0.11
H  -3.68956  -1.76792  1.86442  0.10
H  -4.07741  0.50934  1.56254  0.09
H  -3.69734  0.84723  3.24994  0.10
H  -1.65416  1.76259  1.86740  0.07
H  0.86682  -1.83533  3.89804  0.12
H  0.91281  -2.13968  2.15645  0.12
H  3.09028  -1.14773  3.77240  0.11
H  3.04394  -1.33312  2.00437  0.11
H  2.97204  1.18086  3.51251  0.11
H  2.98801  0.94614  1.74779  0.10
H  0.78333  1.57845  1.64979  0.08
H  0.71480  1.74386  3.40629  0.13
H  -1.56207  -1.89712  3.85872  0.12
H  -1.53548  -2.35092  2.14792  0.11
C  -3.52862  2.22299  -3.61370  -0.19
C  -2.83357  1.08192  -2.86698  -0.16
C  -1.41423  1.42067  -2.42282  -0.12
N  -1.41766  2.68624  -1.66182  -0.02
C  -0.81842  2.76156  -0.47777  0.07
C  -0.70735  4.02031  0.24584  -0.20
C  -1.81222  4.89080  0.37361  -0.04
C  -1.67764  6.15029  0.94260  -0.05
C  -0.42884  6.56237  1.41729  -0.04
C  0.69084  5.73524  1.28339  -0.05
C  0.56173  4.48586  0.68499  -0.01
C  -1.88327  3.80917  -2.50915  -0.11
C  -3.33147  3.57970  -2.94073  -0.17
H  -3.15165  2.26781  -4.64157  0.12
H  -4.59965  2.00803  -3.67845  0.12
H  -3.41233  0.83889  -1.96800  0.12
H  -2.81716  0.17877  -3.49390  0.13
H  -0.99626  0.62780  -1.79860  0.13
H  -0.77604  1.54833  -3.31336  0.15
H  -0.22538  1.88721  -0.16343  0.14
H  -2.77322  4.58497  -0.03919  0.12
H  -2.54653  6.80567  1.02251  0.12
H  -0.32765  7.53273  1.90749  0.12
H  1.65499  6.06506  1.65717  0.12
H  1.44004  3.89568  0.45743  0.12
H  -1.75374  4.77672  -2.02981  0.12
H  -1.25800  3.80494  -3.42000  0.15
H  -3.64418  4.37776  -3.63206  0.13
H  -3.97780  3.66085  -2.05832  0.12



Record 2
# C3H4N4O

A 2-piece molecular cluster, C3H4N4O overall in a non-equilibrium geometry (ωB97M-V/def2-TZVPD, OMol25).

* net charge: 0
* ΔE to the lowest compared entry with this formula, charge and spin: 912.06 kJ/mol
* energy: -11174.5162 eV
* HOMO-LUMO gap: 8.5 eV

Last column: Löwdin charge in e.
Positions of all 12 atoms, in Å:
C  -1.46201  0.11445  0.47929  -0.22
C  1.41903  0.67685  0.47386  -0.13
C  0.26544  -0.83346  -1.28815  -0.19
H  0.08600  -0.86285  1.50102  0.12
H  -2.45354  0.09636  -0.21496  0.15
H  2.34872  0.69182  0.90651  0.08
H  -0.05904  -0.81498  -2.71829  0.24
N  -0.77720  -1.15819  0.84972  -0.02
N  -0.85964  1.36671  0.36642  -0.04
N  0.41700  1.54542  0.91912  0.01
N  -0.66269  -1.60555  -0.85153  0.09
O  1.49010  0.01298  -0.80629  -0.08



Record 3
# C7H15N

A 2-piece molecular cluster, C7H15N overall in a non-equilibrium geometry (ωB97M-V/def2-TZVPD, OMol25).

* net charge: +1
* ΔE to the lowest compared entry with this formula, charge and spin: 174.20 kJ/mol
* energy: -8983.3958 eV
* spin multiplicity: 2
* HOMO-LUMO gap (alpha / beta): 8.6 / 5.0 eV

Last column: Löwdin charge in e.
Positions of all 23 atoms, in Å:
C  -0.62339  -2.97716  -1.96836  -0.03
C  -0.60347  -1.51191  -2.17979  0.00
C  0.52828  -0.74479  -1.98886  -0.09
N  0.52067  0.60372  -1.95389  0.20
H  0.38984  -3.36543  -1.89611  0.10
H  -1.16370  -3.17093  -1.03556  0.12
H  -1.15763  -3.49318  -2.76576  0.11
H  -1.46466  -0.92172  -2.49186  0.14
H  1.51482  -1.17549  -1.84545  0.15
H  1.12340  0.97992  -1.22366  0.14
H  -0.41687  1.00713  -1.90891  0.13
C  0.72248  -0.57557  2.17351  -0.10
C  0.37684  0.87893  2.25155  -0.17
C  -0.27021  1.55600  1.30672  -0.20
C  -0.54433  3.03296  1.37103  -0.10
H  0.35292  -1.04560  1.25921  0.05
H  1.81085  -0.69529  2.19136  0.08
H  0.35991  -1.11414  3.04943  0.08
H  0.83166  1.38813  3.09583  0.11
H  -0.51087  1.03591  0.38363  0.06
H  -0.30096  3.40275  2.36543  0.08
H  0.09420  3.61700  0.70029  0.07
H  -1.56979  3.28877  1.11021  0.07



Record 4
# C16H56N16O12

A 12-piece molecular cluster, C16H56N16O12 overall in a non-equilibrium geometry (ωB97M-V/def2-TZVPD, OMol25).

* net charge: 0
* ΔE to the lowest compared entry with this formula, charge and spin: 446.44 kJ/mol
* energy: -65916.5537 eV
* SMILES: NC(N)=O.NC(N)=O.NC(N)=O.NC(N)=O.NC(N)=O.NC(N)=O.NC(N)=O.NC(N)=O.CCO.CCO.CCO.CCO
* HOMO-LUMO gap: 8.7 eV

Last column: Löwdin charge in e.
Positions of all 100 atoms, in Å:
C  -0.54417  5.30385  0.23226  -0.07
C  0.52088  4.49647  0.99071  -0.30
O  1.82763  4.98633  0.79384  -0.11
H  -0.44612  5.31788  -0.85323  0.07
H  -0.66097  6.30933  0.63656  0.07
H  -1.50854  4.84862  0.45776  0.07
H  0.40124  3.46102  0.67192  0.08
H  0.41806  4.53357  2.07521  0.11
H  1.74149  5.49973  -0.01276  0.09
C  -3.68166  -4.66563  -2.04630  -0.07
C  -2.29446  -4.02635  -1.92228  -0.31
O  -2.13203  -3.20482  -3.05408  -0.09
H  -4.37560  -3.82988  -1.95644  0.07
H  -3.86480  -5.29014  -1.17192  0.08
H  -3.75804  -5.33210  -2.90542  0.09
H  -1.55334  -4.82562  -1.91849  0.12
H  -2.13005  -3.50651  -0.97844  0.10
H  -1.26302  -3.39472  -3.41512  0.10
C  0.57870  0.07763  -0.36097  -0.07
C  -0.72105  -0.65315  -0.36932  -0.31
O  -1.45354  -0.43121  -1.52015  -0.10
H  0.55889  1.15259  -0.18164  0.06
H  1.12254  0.04881  -1.30517  0.07
H  1.22061  -0.41494  0.36939  0.05
H  -1.37477  -0.15863  0.34915  0.09
H  -0.49239  -1.69470  -0.14351  0.11
H  -1.73186  -1.29099  -1.84407  0.06
C  -0.37093  1.57303  4.29629  -0.09
C  -0.06540  0.77778  3.07088  -0.32
O  -0.81462  -0.41266  3.11203  -0.12
H  0.00970  1.11387  5.20864  0.08
H  -1.41043  1.86095  4.45325  0.08
H  0.23659  2.47652  4.34841  0.07
H  1.01062  0.63022  2.97861  0.11
H  -0.38833  1.32189  2.18332  0.10
H  -1.75827  -0.23637  3.10441  0.03
C  0.94380  -3.75702  2.24397  -0.82
O  1.93456  -4.45733  2.08721  0.00
N  -0.21493  -4.18817  2.56174  0.18
N  0.94446  -2.49569  2.10547  0.20
H  -1.01381  -3.57020  2.55860  0.12
H  -0.25844  -5.15283  2.85777  0.12
H  1.79674  -2.03735  1.81625  0.06
H  0.15126  -1.97525  2.45198  0.08
C  -2.42046  2.95013  -2.17553  -0.80
O  -2.56871  4.11829  -1.93521  0.04
N  -3.34392  2.05189  -2.29448  0.17
N  -1.21736  2.47480  -2.17049  0.20
H  -4.30768  2.34442  -2.21903  0.12
H  -3.09997  1.09794  -2.51934  0.08
H  -1.09864  1.47280  -2.21516  0.07
H  -0.41117  3.06048  -2.00578  0.08
C  2.35141  2.51388  -2.38947  -0.76
O  1.64244  3.44009  -2.04858  0.02
N  2.01092  1.60227  -3.27243  0.18
N  3.45333  2.25940  -1.73158  0.19
H  1.17077  1.76689  -3.80830  0.12
H  2.64993  0.87427  -3.55842  0.11
H  4.07448  1.52039  -2.02844  0.08
H  3.81751  2.94530  -1.08582  0.12
C  4.35325  -1.64891  2.77790  -0.76
O  3.42673  -1.14402  2.20519  0.00
N  4.54974  -2.90915  3.06598  0.19
N  5.29358  -0.94247  3.29753  0.19
H  5.28103  -3.21296  3.69288  0.12
H  3.85861  -3.55697  2.71559  0.08
H  5.03559  0.03110  3.37291  0.08
H  6.03804  -1.32478  3.86297  0.12
C  4.32906  -1.55217  -1.64273  -0.75
O  4.87874  -0.43893  -1.60204  -0.01
N  3.52717  -1.99870  -0.72869  0.21
N  4.60734  -2.35492  -2.64212  0.16
H  3.28341  -1.35088  0.00685  0.08
H  3.24568  -2.96835  -0.75376  0.12
H  4.16366  -3.25256  -2.77439  0.10
H  5.37440  -2.22373  -3.28595  0.12
C  -4.30274  -0.04301  1.51628  -0.63
O  -3.34094  -0.25160  2.30780  0.00
N  -4.18694  0.41717  0.26768  0.17
N  -5.60557  -0.22589  1.77150  0.16
H  -3.30377  0.37375  -0.22040  0.07
H  -4.99121  0.54004  -0.33078  0.09
H  -6.12686  0.00783  0.93860  0.10
H  -5.85217  -0.08484  2.74073  0.12
C  4.17280  2.60902  2.32105  -0.77
O  4.75722  2.15205  3.29701  0.00
N  3.83523  3.83568  2.21341  0.18
N  3.44446  1.82721  1.57350  0.19
H  3.18542  4.06893  1.47623  0.05
H  4.32585  4.58802  2.67532  0.13
H  3.52468  0.83055  1.71606  0.07
H  3.01041  2.23655  0.75855  0.08
C  -5.73537  -1.76021  -3.95632  -0.82
O  -6.94822  -1.82868  -4.22540  0.02
N  -4.77567  -2.26883  -4.62344  0.17
N  -5.26776  -1.15113  -2.95906  0.17
H  -4.91544  -2.23525  -5.62316  0.13
H  -3.86454  -2.54403  -4.28551  0.08
H  -5.86098  -0.46944  -2.50795  0.12
H  -4.26342  -1.05639  -3.00823  0.10